<w>
The following is a DFT calculation (the ωB97M-V functional and the def2-TZVPD basis) of a cluster of 5 separate species, C4H17NO6 in total.

CARTESIAN COORDINATES (ANGSTROEM)
C 1.85619 -1.60870 1.55624
C 1.59150 -0.31527 0.66630
O 0.34244 -0.55641 0.09960
C 1.47293 0.92120 1.64430
N 0.96530 2.25199 1.25147
C -0.07604 2.47162 0.37521
O -0.97475 1.71801 0.29156
H 1.86305 -1.49501 2.64030
H 2.79455 -2.04840 1.35272
H 1.01905 -2.27508 1.49671
H 2.34520 -0.23547 -0.01725
H -0.46501 0.07199 0.43550
H 0.85926 0.47705 2.50958
H 2.36410 1.12387 2.32671
H 1.73947 2.88790 1.21235
H -0.04033 3.43073 -0.16338
O -0.96966 -0.04540 -3.86521
H -0.23645 -0.51620 -3.58330
H -1.50284 0.00949 -3.10079
O -2.66538 -2.25007 0.93574
H -1.84568 -1.82620 1.20596
H -2.49359 -3.25536 1.24060
O -3.16193 -0.20172 -1.58411
H -2.76868 -1.11369 -1.43382
H -4.11483 -0.39705 -1.19643
O 1.03711 1.09195 -1.97866
H 0.57287 0.36109 -1.59377
H 0.49216 1.32317 -2.72414

For the HOMO-LUMO gap, the calculation gives 10.294 eV. As for the multiplicity: 1. As for the SMILES: C[C@@H](O)CNC=O.O.O.O.O. The calculation puts the HOMO energy at -9.835 eV.



<x>
The following is a DFT calculation (the ωB97M-V functional and the def2-TZVPD basis) of a cluster of 5 separate species, C4H17NO6 in total.

CARTESIAN COORDINATES (ANGSTROEM)
N 0.45919 0.51234 -2.77791
C 1.66673 0.17343 -2.04834
C 2.14702 1.33816 -1.12471
C 1.10014 1.80157 -0.11604
C 0.17683 0.72669 0.32937
O -1.02429 0.65785 0.28123
O 0.89730 -0.15381 1.07153
H 0.38306 1.48104 -3.04574
H -0.38568 0.18770 -2.33654
H 1.49508 -0.72247 -1.44647
H 2.51307 -0.15524 -2.65360
H 3.11322 1.07069 -0.71373
H 2.07749 2.15737 -1.85262
H 1.50711 2.40230 0.71940
H 0.55352 2.65056 -0.55182
H 0.26152 -0.78731 1.49683
O -3.31055 1.17882 -1.36104
H -2.89516 2.05123 -1.24886
H -3.66482 0.86888 -0.53932
O 1.93302 -2.14397 2.54341
H 2.14576 -1.27813 2.89040
H 2.46455 -2.18381 1.74093
O -2.38652 -1.48746 0.20949
H -1.92802 -0.67355 -0.07670
H -2.79195 -1.83688 -0.58810
O -0.82936 -1.79859 2.49312
H -1.42845 -2.08113 1.78960
H -0.04557 -2.37070 2.35883

For the HOMO-LUMO gap, the calculation gives 9.697 eV. As for the multiplicity: 1. As for the SMILES: NCCCC(=O)O.O.O.O.O. The calculation puts the HOMO energy at -9.276 eV.



Out of the structures above, which one is the least stable? Solution: <w>.